Below is a 14-piece molecular cluster, C26H67N18O25S4 overall at a distorted geometry, with properties calculated with ωB97M-V/def2-TZVPD.

Each line ends with the Löwdin charge.
Element x y z (Å)
C  28.892  -4.403  25.437  -0.051
C  29.088  -5.297  26.638  -0.190
N  29.043  -6.635  26.201  -0.070
C  27.939  -7.330  25.804  -0.002
C  28.310  -8.589  25.243  0.007
N  29.656  -8.738  25.397  -0.092
C  30.130  -7.502  25.957  0.101
C  30.478  -9.871  25.007  0.003
H  28.844  -3.334  25.643  0.091
H  28.062  -4.742  24.816  0.082
H  29.717  -4.435  24.726  0.083
H  28.335  -5.142  27.410  0.139
H  30.002  -5.145  27.213  0.141
H  26.936  -6.938  25.884  0.142
H  27.718  -9.335  24.734  0.138
H  31.188  -7.398  26.148  0.159
H  30.035  -10.380  24.151  0.103
H  30.505  -10.587  25.828  0.110
H  31.460  -9.640  24.594  0.107
C  23.414  -1.557  22.015  -0.812
O  23.461  -2.690  22.368  0.060
N  22.844  -1.186  20.923  0.154
N  23.834  -0.456  22.679  0.150
H  22.881  -1.987  20.309  0.124
H  23.005  -0.243  20.601  0.112
H  23.676  0.475  22.320  0.103
H  24.062  -0.676  23.638  0.109
C  20.449  -7.555  25.705  -0.786
O  21.213  -7.055  26.521  0.019
N  19.745  -8.615  25.816  0.157
N  20.192  -7.091  24.493  0.143
H  19.061  -8.774  25.091  0.113
H  19.628  -8.967  26.756  0.130
H  19.525  -7.536  23.878  0.106
H  20.628  -6.207  24.274  0.119
C  22.659  -2.944  30.394  -0.860
O  22.754  -2.050  31.208  0.032
N  22.187  -4.085  30.638  0.171
N  23.052  -2.893  29.178  0.163
H  22.029  -4.331  31.605  0.134
H  22.120  -4.712  29.849  0.118
H  22.995  -3.666  28.530  0.115
H  23.539  -2.041  28.937  0.125
C  28.438  -16.091  26.004  -0.876
O  27.323  -15.744  26.348  0.021
N  29.362  -16.246  26.800  0.188
N  28.692  -16.342  24.759  0.166
H  29.042  -16.199  27.757  0.143
H  30.193  -16.722  26.478  0.128
H  29.539  -16.805  24.462  0.109
H  27.959  -16.242  24.072  0.122
C  33.117  2.140  22.120  -0.843
O  32.258  1.436  22.494  0.063
N  33.476  2.344  20.856  0.158
N  33.779  2.890  22.924  0.167
H  34.049  3.172  20.773  0.100
H  32.937  1.879  20.140  0.118
H  34.393  3.516  22.423  0.104
H  33.611  3.009  23.913  0.133
C  27.567  4.255  23.102  -0.853
O  27.006  5.191  23.531  0.074
N  27.870  3.250  23.867  0.159
N  28.232  4.224  21.985  0.163
H  28.438  2.550  23.411  0.105
H  27.264  3.127  24.665  0.124
H  28.994  3.571  22.101  0.103
H  28.190  5.043  21.395  0.125
C  33.876  -4.780  22.594  -0.801
O  34.084  -4.494  23.769  0.019
N  33.356  -4.094  21.669  0.175
N  34.569  -5.754  22.051  0.134
H  32.929  -3.216  21.928  0.135
H  33.428  -4.480  20.739  0.119
H  34.598  -5.901  21.052  0.100
H  35.360  -6.137  22.549  0.119
C  23.578  3.117  28.194  -0.756
O  24.392  2.272  27.771  -0.026
N  22.653  2.904  29.071  0.170
N  23.881  4.381  27.987  0.151
H  22.123  3.671  29.461  0.114
H  22.691  2.047  29.604  0.126
H  24.579  4.652  27.309  0.117
H  23.406  5.133  28.465  0.105
C  29.246  0.481  31.298  -0.224
C  29.687  1.673  32.118  -0.183
O  31.105  1.683  32.025  -0.211
S  31.720  0.102  31.871  0.834
O  32.025  -0.379  33.272  -0.285
O  32.766  -0.064  30.833  -0.253
O  30.204  -0.485  31.427  -0.222
H  29.395  0.597  30.224  0.134
H  28.250  0.091  31.506  0.143
H  29.527  1.607  33.194  0.129
H  29.165  2.607  31.910  0.137
C  31.464  -6.331  35.349  -0.226
C  30.503  -5.723  34.415  -0.218
O  30.779  -6.156  33.109  -0.196
S  32.319  -6.735  33.032  0.775
O  33.270  -5.627  32.957  -0.240
O  32.452  -7.943  32.178  -0.258
O  32.283  -7.222  34.645  -0.180
H  31.066  -6.829  36.233  0.142
H  32.003  -5.458  35.717  0.131
H  30.448  -4.638  34.333  0.137
H  29.491  -6.016  34.697  0.133
C  20.515  -12.549  20.107  -0.184
C  21.331  -11.220  19.797  -0.165
O  21.331  -11.047  18.362  -0.215
S  20.309  -12.169  17.621  0.784
O  20.973  -13.412  17.211  -0.250
O  19.419  -11.472  16.674  -0.241
O  19.567  -12.424  19.100  -0.227
H  20.111  -12.474  21.116  0.138
H  21.160  -13.388  19.843  0.121
H  22.302  -11.288  20.287  0.120
H  20.839  -10.342  20.215  0.119
C  39.666  -14.161  23.749  -0.189
C  38.930  -13.370  22.664  -0.149
O  37.764  -12.838  23.315  -0.227
S  37.986  -12.629  24.950  0.771
O  36.679  -12.886  25.641  -0.268
O  38.666  -11.358  25.181  -0.249
O  39.024  -13.923  24.974  -0.213
H  40.700  -13.863  23.923  0.132
H  39.648  -15.247  23.657  0.132
H  38.615  -13.860  21.743  0.137
H  39.619  -12.543  22.491  0.123
C  27.656  -9.009  17.238  -0.175
C  28.104  -7.837  18.086  -0.195
C  28.211  -8.265  19.537  -0.159
O  27.847  -9.699  19.516  -0.138
C  27.849  -10.179  18.179  -0.225
H  28.268  -9.209  16.359  0.114
H  26.635  -8.769  16.942  0.111
H  27.499  -6.942  17.939  0.110
H  29.078  -7.560  17.682  0.104
H  27.465  -7.747  20.140  0.112
H  29.230  -7.994  19.814  0.107
H  27.105  -10.928  17.908  0.121
H  28.813  -10.607  17.902  0.113

Computed properties:
* Kohn-Sham gap: 8.02 eV
* charge: +1
* ΔE to the lowest compared entry with this formula, charge and spin: 6.966 eV